{"formula": "C18H26N4O4S2", "method": "wB97M-V/def2-TZVPD", "elements": ["C", "N", "H", "H", "C", "S", "S", "H", "C", "C", "H", "C", "C", "H", "H", "H", "C", "C", "H", "H", "N", "O", "O", "H", "C", "H", "C", "N", "C", "H", "C", "H", "C", "H", "N", "C", "H", "H", "H", "C", "C", "H", "O", "H", "H", "O", "H", "H", "H", "C", "H", "H", "H", "C"], "xyz": [[3.39501, -1.32448, -0.65305], [-2.20043, 0.60038, -0.75841], [-4.09307, -1.43599, 2.06886], [2.21956, -1.11189, -2.48081], [2.52629, -1.90670, -1.79727], [-2.12156, -4.29366, 0.77622], [-1.96147, 0.04298, 0.78512], [-4.54430, 1.58727, 0.30638], [-3.56097, 0.46485, -1.22731], [3.55143, 0.54180, 0.93132], [-3.97491, -3.09258, 2.70752], [0.29960, -1.63454, -0.85343], [-1.88315, -1.72943, 0.51842], [3.10322, -2.66671, -2.32404], [-3.76332, 3.01507, -2.28002], [-5.43995, 1.52025, -1.22329], [2.51441, 1.50236, 1.49689], [-4.44865, 1.62687, -0.77937], [5.80162, 1.11877, 2.43076], [2.82417, 1.86364, 2.47264], [1.33857, -2.51081, -1.22764], [-0.67819, 0.45537, 1.26808], [0.35980, -0.45908, -1.16457], [2.10943, -4.43600, -1.35323], [-2.70818, -2.66517, 1.05966], [2.39360, 2.35568, 0.83205], [1.26467, -3.84459, -1.02981], [2.96799, -0.13729, -0.21781], [5.59757, 1.86808, 1.66968], [5.48493, 0.50012, 0.02086], [-3.81356, 2.95375, -1.18931], [-2.45288, 3.01809, 0.48004], [-2.40309, 3.04664, -0.61058], [-0.59003, 1.84237, -0.61998], [0.26735, -4.46448, -0.49838], [4.84686, 1.24461, 0.50041], [-3.52888, 0.40951, -2.32121], [-4.42390, 3.78518, -0.83210], [2.10054, 0.24026, -0.58176], [-0.72978, -3.68486, -0.04391], [-0.75552, -2.29688, -0.13806], [5.02298, 2.67316, 2.11985], [-3.09112, 0.31762, 1.63595], [-3.94141, -0.48269, -0.83918], [1.54865, 1.01118, 1.60325], [4.34875, -1.93532, -0.21893], [6.54593, 2.27641, 1.32873], [-1.44329, 1.88825, -2.17793], [-1.92365, 3.97898, -0.91312], [-1.57136, 1.85978, -1.09129], [4.60636, 2.01262, -0.23844], [-4.82285, -2.79839, 1.19380], [3.80663, -0.22634, 1.67251], [-3.97645, -2.48399, 1.80524]], "forces_ev_per_a": [[-0.4, -0.1, -0.8], [0.2, -0.4, 1.0], [-0.1, -0.2, 0.0], [0.0, -0.2, 0.0], [0.6, 0.3, 0.1], [0.0, 0.6, 0.0], [-0.2, -0.5, -0.1], [-0.1, 0.0, -0.1], [-0.7, -0.1, 0.1], [0.3, 0.1, -0.1], [-0.1, 0.0, 0.1], [0.0, -0.2, -0.2], [-0.2, 0.6, 0.2], [-0.1, 0.1, 0.1], [0.0, 0.1, -0.1], [0.0, 0.0, 0.0], [0.1, -0.3, 0.0], [0.0, 0.0, -0.2], [0.1, -0.1, 0.1], [0.0, 0.1, 0.1], [-0.4, 0.1, 0.1], [0.0, 0.1, -0.2], [0.1, 0.1, -0.1], [0.2, 0.1, -0.1], [0.1, -0.1, -0.2], [0.0, 0.2, -0.1], [-0.1, -0.4, 0.0], [-0.2, 0.5, 0.3], [-0.1, 0.0, -0.2], [0.0, 0.0, -0.1], [0.0, 0.0, 0.3], [0.0, 0.1, 0.1], [0.0, -0.1, -0.3], [0.0, 0.1, -0.2], [0.1, -0.6, 0.0], [0.0, -0.2, 0.3], [0.0, -0.1, 0.1], [0.0, 0.0, -0.1], [0.1, -0.3, -0.1], [-0.1, 1.0, 0.0], [0.3, -0.7, -0.1], [0.0, 0.1, 0.1], [0.0, 0.0, -0.2], [-0.1, 0.0, -0.2], [0.0, 0.0, 0.1], [0.3, -0.3, 0.2], [0.1, 0.1, 0.1], [0.0, 0.0, 0.0], [0.0, 0.0, 0.1], [0.5, 0.5, 0.3], [-0.1, 0.0, -0.1], [-0.1, 0.0, 0.0], [0.0, 0.1, -0.1], [-0.2, 0.0, 0.2]], "relative_energy_kj_mol": 0.0, "total_energy_ha": -2017.91080, "orbital_gap_ev": 8.933, "smiles": "CC[C@@H](C)NC(=O)Cn1cnc2sc(C)c(S(=O)(=O)N3CCCCC3)c2c1=O", "homo_energy_ev": -8.78}